[1]
The following is a DFT calculation (wB97M-V/def2-TZVPD) of the molecule C23H27N3O4.

The geometry in XYZ format:
```
57
Properties=species:S:1:pos:R:3:forces:R:3
C 0.918 0.237 -5.990 -0.118 0.462 -0.049
H 1.699 0.988 -6.127 -0.090 -0.061 -0.013
H 0.122 0.666 -5.379 0.059 -0.031 -0.089
H 0.529 -0.090 -6.951 0.027 -0.002 0.055
O 1.450 -0.921 -5.366 0.133 -0.355 0.136
C 1.973 -0.744 -4.148 -0.069 0.329 -0.014
O 1.988 0.355 -3.618 -0.051 -0.085 -0.159
C 2.500 -1.985 -3.558 0.109 -0.319 0.106
C 2.441 -3.171 -4.294 0.023 0.085 0.089
C 2.917 -4.355 -3.776 0.006 -0.119 -0.042
C 3.465 -4.373 -2.500 -0.101 0.131 -0.175
C 3.538 -3.218 -1.751 0.102 -0.029 0.216
C 3.062 -2.008 -2.260 -0.062 -0.275 -0.217
N 3.123 -0.831 -1.535 -0.125 0.422 -0.303
C 3.549 -0.617 -0.256 0.025 0.299 0.011
O 3.995 -1.467 0.484 0.088 -0.141 0.195
C 3.339 0.833 0.189 0.047 -0.001 0.194
N 2.016 1.077 0.737 0.117 -0.047 -0.093
C 1.725 0.291 1.922 -0.072 0.196 0.308
C 0.498 0.871 2.620 -0.055 -0.309 -0.177
C -0.698 0.855 1.669 0.147 0.060 -0.094
N -1.865 1.440 2.291 0.295 0.178 0.006
C -3.064 0.815 2.360 0.098 0.286 0.070
O -3.249 -0.307 1.929 -0.134 -0.307 -0.065
C -4.128 1.650 3.001 -0.304 0.112 0.005
C -4.344 2.940 2.526 0.041 -0.079 0.016
C -5.339 3.734 3.067 -0.055 0.110 0.026
C -6.122 3.240 4.095 -0.009 0.087 -0.038
C -5.912 1.957 4.568 0.041 -0.025 -0.031
C -4.925 1.141 4.031 0.033 0.025 -0.067
C -4.703 -0.239 4.564 -0.021 -0.146 -0.049
H -4.624 -0.949 3.744 -0.001 -0.073 0.060
H -3.769 -0.280 5.125 0.053 -0.072 0.055
H -5.516 -0.535 5.222 -0.018 -0.009 0.079
H -6.530 1.576 5.369 -0.040 -0.058 0.074
H -6.900 3.853 4.526 -0.063 0.047 0.033
H -5.502 4.731 2.686 -0.020 0.070 -0.038
H -3.743 3.314 1.709 0.050 0.027 -0.063
H -1.774 2.372 2.663 -0.120 -0.081 0.062
C -0.323 1.601 0.386 0.011 -0.387 -0.049
C 0.933 0.982 -0.223 -0.250 0.330 0.020
H 1.209 1.532 -1.125 0.010 -0.091 -0.034
H 0.713 -0.063 -0.504 0.043 0.052 -0.059
H -1.145 1.552 -0.329 -0.058 0.020 0.006
H -0.125 2.648 0.623 -0.010 0.073 -0.018
H -0.974 -0.177 1.428 0.085 0.121 0.021
H 0.274 0.292 3.517 -0.045 0.011 0.039
H 0.710 1.901 2.913 0.022 0.053 0.066
H 2.588 0.338 2.588 -0.011 -0.092 -0.030
H 1.541 -0.769 1.680 0.069 0.006 0.027
H 3.495 1.518 -0.648 0.032 -0.014 0.010
H 4.068 1.054 0.973 0.018 -0.089 -0.160
H 2.757 -0.030 -2.052 0.115 -0.163 0.196
H 3.963 -3.231 -0.761 -0.006 0.016 -0.004
H 3.840 -5.297 -2.086 0.037 -0.067 0.053
H 2.864 -5.262 -4.359 -0.012 -0.067 -0.061
H 2.011 -3.143 -5.283 -0.017 -0.015 -0.042
```
Positions in Å, forces in eV/Å.

Summary:
LUMO level = 0.3 eV
ΔE to the lowest compared entry with this formula, charge and spin = 0.0 kcal per mole
Charge = 0
SMILES string = COC(=O)c1ccccc1NC(=O)CN1CCC(NC(=O)c2ccccc2C)CC1
Electronic energy = -36951.45640 eV



[2]
The following is a DFT calculation (wB97M-V/def2-TZVPD) of a structure of composition C6H5BBrFO3 in a non-equilibrium geometry.

The geometry in XYZ format:
```
17
Properties=species:S:1:pos:R:3:forces:R:3
B 1.914 0.967 -0.050 0.377 -0.549 -1.309
C -0.560 -2.004 -0.333 2.445 -0.374 0.212
C -1.802 -1.500 -0.423 1.127 -2.192 -0.578
C 1.306 -0.284 0.118 -0.141 -1.496 0.797
C -1.809 0.695 0.554 2.087 2.928 1.793
C 0.760 -1.464 0.272 -2.084 -0.102 -0.397
C -2.424 -0.362 0.099 -0.554 2.668 0.657
O 2.482 1.682 -1.113 0.657 0.099 -0.297
O 1.705 2.087 1.052 0.830 -1.197 -0.518
O -1.266 1.655 1.028 -1.456 -2.428 -1.228
F 1.284 -2.620 0.908 0.406 1.306 -0.397
Br -4.283 0.174 -0.107 0.537 -0.650 -0.046
H -0.184 -2.997 -0.761 -1.667 1.280 0.220
H -2.526 -2.049 -0.960 -0.492 -1.037 -0.677
H 2.851 1.304 -1.946 -0.776 0.049 1.515
H 1.768 2.784 0.405 -0.051 1.543 -0.307
H 0.785 1.931 1.258 -1.246 0.152 0.561
```
Positions in Å, forces in eV/Å.

Summary:
LUMO level = -0.5 eV
ΔE to the lowest compared entry with this formula, charge and spin = 46.2 kcal per mole
Charge = 0
Electronic energy = -85878.49049 eV



[3]
The following is a DFT calculation (wB97M-V/def2-TZVPD) of a cluster of 7 separate species, C25H36O21 in total in a non-equilibrium geometry.

The geometry in XYZ format:
```
82
Properties=species:S:1:pos:R:3:forces:R:3
C -0.221 7.143 -4.830 0.368 -1.657 -0.774
C 0.350 8.043 -3.863 1.065 0.047 3.349
O 0.672 9.134 -4.610 1.136 2.792 -1.947
C -0.081 9.155 -5.738 -1.346 2.862 -0.397
O -0.248 10.099 -6.492 0.998 -2.206 1.461
O -0.806 8.042 -5.741 -1.348 -0.641 -1.230
H -0.893 6.400 -4.400 -0.134 0.139 -0.554
H 0.637 6.724 -5.358 -0.235 -0.870 -0.084
H 1.284 7.702 -3.417 -0.152 -0.385 0.131
H -0.301 8.356 -3.046 -0.350 -0.092 0.044
C 1.114 -1.671 0.504 -1.193 -0.607 0.006
C 0.709 -1.305 1.911 1.164 -1.564 0.198
O 0.725 0.099 1.832 0.259 1.078 0.519
C 0.417 0.438 0.555 -1.313 0.344 0.102
O 0.082 1.502 0.142 0.514 0.213 0.528
O 0.366 -0.671 -0.171 0.567 -0.416 -1.785
H 0.755 -2.645 0.172 0.094 0.079 0.049
H 2.179 -1.568 0.297 0.031 0.097 0.110
H 1.457 -1.742 2.573 -0.040 0.686 0.516
H -0.270 -1.676 2.213 -0.107 0.093 -0.226
C 4.754 -2.375 -6.175 0.839 -1.994 -1.793
C 3.524 -3.146 -5.934 -2.183 -0.401 0.604
O 2.505 -2.166 -5.962 -1.453 1.223 0.789
C 3.034 -0.924 -5.984 -1.004 0.724 -0.864
O 2.433 0.121 -5.895 1.131 -1.797 0.055
O 4.335 -1.079 -6.310 0.639 2.830 0.959
H 4.991 -2.717 -7.183 1.361 0.242 0.122
H 5.502 -2.637 -5.427 0.299 0.859 -0.162
H 3.481 -3.558 -4.926 -0.001 -0.810 -0.381
H 3.241 -3.760 -6.790 0.377 -0.874 0.674
C -5.521 1.642 -3.128 -1.188 -1.586 -0.618
C -6.059 0.186 -3.454 2.555 -0.182 -0.771
C -4.984 -0.977 -3.452 0.147 1.041 -1.580
O -5.477 -1.938 -2.586 -1.299 -0.600 1.568
C -6.734 -1.592 -2.113 1.026 -0.002 1.548
O -7.371 -2.272 -1.334 1.062 1.821 -2.288
O -6.968 -0.284 -2.510 -1.602 -1.183 1.002
H -6.388 2.301 -3.173 0.007 0.076 0.429
H -4.883 1.997 -3.938 0.293 -0.302 0.115
H -5.024 1.671 -2.159 -0.049 0.066 -0.122
H -6.446 0.117 -4.471 -0.696 0.606 0.153
H -3.973 -0.602 -3.293 0.019 -0.213 1.023
H -4.896 -1.508 -4.400 -0.254 0.454 -0.456
C 7.425 -0.643 4.254 0.052 0.461 0.993
C 7.555 -0.256 2.798 -0.008 -0.893 1.556
C 8.921 0.303 2.388 -0.927 1.033 1.495
O 9.179 -0.334 1.192 0.352 -0.876 -1.224
C 8.486 -1.501 1.187 0.135 -2.121 -2.302
O 8.677 -2.438 0.437 0.057 1.809 1.133
O 7.498 -1.490 2.075 -0.050 0.393 -0.103
H 6.518 -1.205 4.475 -0.141 0.159 -0.310
H 7.417 0.247 4.884 -0.189 0.205 -0.016
H 8.236 -1.242 4.669 0.283 -0.114 -0.554
H 6.703 0.374 2.544 0.125 0.039 -0.442
H 9.703 0.060 3.108 -0.020 -0.042 0.168
H 8.843 1.386 2.303 0.318 -0.048 -0.400
C -2.062 -8.678 1.043 -1.248 1.752 0.549
C -2.954 -8.194 2.237 1.006 -1.070 -0.818
C -2.990 -9.275 3.314 -0.309 1.805 -0.312
O -2.607 -8.456 4.472 -0.867 -5.979 1.675
C -2.203 -7.281 4.187 -1.524 2.402 2.062
O -2.028 -6.429 5.022 1.078 -0.303 -0.734
O -2.369 -7.110 2.927 1.023 2.458 -3.976
H -1.945 -7.781 0.435 0.290 -0.178 -0.339
H -2.635 -9.399 0.461 0.274 -0.215 0.079
H -1.080 -9.023 1.367 -0.204 -0.159 0.039
H -3.935 -7.859 1.900 0.038 -0.100 -0.094
H -2.285 -10.031 2.968 0.151 -0.209 1.154
H -4.009 -9.655 3.390 0.299 -0.192 0.705
C -2.101 6.130 4.689 0.152 0.772 -1.732
C -3.485 5.510 4.638 0.982 -2.301 0.714
C -3.408 4.018 5.094 -0.024 -0.602 -0.525
O -4.216 3.901 6.229 -1.488 2.540 1.983
C -4.642 5.185 6.592 -2.894 0.270 2.712
O -5.371 5.490 7.577 3.463 -1.606 -4.201
O -4.257 6.068 5.637 -1.315 0.626 2.637
H -2.269 7.205 4.632 0.466 0.096 0.075
H -1.495 5.830 3.834 -0.328 0.116 -0.554
H -1.384 5.886 5.473 -0.961 -0.171 0.801
H -4.146 5.592 3.775 1.033 0.257 -0.717
H -2.420 3.728 5.450 0.227 -0.056 -0.727
H -3.870 3.308 4.408 0.690 0.052 -0.469
```
Positions in Å, forces in eV/Å.

Summary:
LUMO level = 0.0 eV
ΔE to the lowest compared entry with this formula, charge and spin = 103.9 kcal per mole
Charge = 0
SMILES string = C[C@H]1COC(=O)O1.C[C@H]1COC(=O)O1.C[C@H]1COC(=O)O1.C[C@H]1COC(=O)O1.O=C1OCCO1.O=C1OCCO1.O=C1OCCO1
Electronic energy = -69503.24426 eV



[4]
The following is a DFT calculation (wB97M-V/def2-TZVPD) of a cluster of 6 separate species, C20H57N5O6 in total in a non-equilibrium geometry.

The geometry in XYZ format:
```
88
Properties=species:S:1:pos:R:3:forces:R:3
C -2.487 -2.877 -3.645 -2.469 1.663 5.217
C -1.634 -1.985 -2.576 -1.372 -1.869 -0.931
C -0.165 -2.073 -2.827 1.836 -0.814 -0.960
O 0.429 -3.425 -2.625 -0.816 0.470 -0.603
C 1.867 -3.459 -2.375 1.192 2.025 -1.369
N -2.112 -0.566 -2.560 -7.707 -6.445 2.002
H -3.292 -0.542 -2.596 4.326 0.412 1.322
H -1.506 -0.063 -2.037 1.983 3.185 5.043
H -1.887 -0.246 -3.341 2.043 3.938 -9.583
H -3.536 -3.067 -3.136 1.566 0.913 -1.110
H -2.224 -3.871 -3.715 1.618 -1.864 -0.306
H -2.628 -2.420 -4.573 0.032 0.858 -1.446
H -1.759 -2.104 -1.530 -0.575 -1.942 0.928
H 0.321 -1.501 -2.106 0.844 1.518 1.301
H 0.016 -1.558 -3.804 0.482 -0.977 0.163
H 2.400 -2.965 -3.254 -0.729 -0.294 0.742
H 2.387 -4.498 -2.447 -1.808 1.541 0.961
H 2.127 -2.740 -1.507 -0.335 -1.846 -0.806
O -0.855 0.874 -0.782 2.856 0.229 3.459
H -0.101 1.124 -0.019 -3.048 -1.391 -3.327
C -0.039 5.134 1.627 1.428 -0.750 1.810
C -0.274 3.646 1.254 -5.542 2.018 0.136
C -1.118 2.828 2.338 4.005 1.184 -2.748
O -0.402 2.995 3.485 0.414 -1.203 3.240
C -1.058 2.249 4.548 1.492 1.001 -2.282
N -1.084 3.587 -0.004 -2.243 4.850 2.295
H -0.901 5.626 2.207 0.751 -0.595 -1.657
H 0.420 5.658 0.746 -0.982 -0.133 0.949
H 0.728 5.133 2.466 -0.506 0.074 -1.049
H 0.503 3.019 1.158 3.691 -1.318 -0.826
H -0.922 1.789 1.966 -1.850 0.466 0.267
H -1.959 3.454 2.309 -2.450 -0.477 0.293
H -1.336 1.295 4.248 -1.286 -1.602 -1.235
H -1.793 2.852 4.907 -2.773 1.318 0.895
H -0.489 1.999 5.356 2.611 0.129 2.070
H -1.076 2.704 -0.316 -0.061 -4.213 -1.800
H -2.167 3.782 0.203 3.183 -0.281 -0.363
C -5.489 0.563 1.356 0.123 4.614 3.796
C -3.937 0.615 1.372 -2.359 1.524 3.411
C -3.330 -0.766 1.780 0.231 1.173 -1.338
O -3.765 -1.165 3.096 -0.124 0.422 -1.749
C -3.318 -2.501 3.386 -2.357 3.330 4.931
N -3.596 0.970 0.071 3.351 -5.779 -1.706
H -5.644 -0.179 0.727 -1.587 -4.116 -2.440
H -5.884 1.478 0.720 0.662 -1.385 1.860
H -5.941 0.479 2.477 0.759 0.089 -3.013
H -3.718 1.498 2.131 0.336 -1.980 -0.908
H -2.189 -0.492 1.681 -1.600 -1.414 0.435
H -3.694 -1.512 0.891 1.021 1.290 2.143
H -3.726 -2.748 4.490 0.283 -0.155 -3.092
H -2.340 -2.346 3.550 4.027 -0.148 0.704
H -3.396 -3.023 2.537 -1.146 -3.095 -2.596
H -2.562 0.772 -0.114 -1.012 0.014 0.176
H -3.584 1.873 -0.095 -0.675 5.585 -0.701
C 1.884 2.894 -4.525 1.071 -6.119 -1.809
C 1.451 1.776 -3.458 -0.133 -1.924 -2.827
C 2.361 1.715 -2.286 1.434 0.922 3.208
O 3.685 1.424 -2.635 1.692 -1.448 -0.555
C 4.683 1.459 -1.597 1.986 5.817 -5.680
N 0.054 1.946 -3.029 2.208 3.279 -1.446
H 2.927 2.445 -4.983 -2.683 1.347 0.786
H 2.147 3.647 -3.934 0.818 4.017 1.829
H 1.096 3.037 -5.296 0.741 0.114 0.721
H 1.582 0.787 -4.003 -0.254 0.810 0.572
H 1.991 1.141 -1.379 0.036 -0.554 -1.381
H 2.522 2.652 -1.730 -0.976 0.980 -0.450
H 4.626 2.457 -1.069 0.289 -0.625 -0.616
H 5.778 1.307 -2.059 -2.686 0.493 0.761
H 4.560 0.807 -0.920 -1.190 -5.366 4.933
H -0.190 1.388 -2.264 -0.218 -1.713 1.681
H 0.333 2.779 -2.466 -1.914 0.251 -0.342
C 3.138 -4.329 2.826 0.205 6.410 0.033
C 3.924 -3.595 1.621 -3.612 -1.782 -0.856
C 3.325 -2.167 1.316 -0.125 -1.638 -2.115
O 1.889 -2.201 1.011 1.173 -1.181 -0.297
C 1.123 -0.997 1.099 -1.741 -1.424 0.796
N 5.361 -3.481 1.752 -1.836 1.643 0.359
H 2.083 -4.366 2.670 -0.873 0.387 -0.642
H 3.268 -3.594 3.686 -0.218 -0.999 -0.480
H 3.339 -5.245 3.170 1.883 -3.645 0.759
H 3.568 -4.308 0.812 1.102 1.184 -0.030
H 4.092 -1.662 0.630 -1.606 -0.796 -0.456
H 3.427 -1.532 2.096 0.266 1.727 3.433
H -0.055 -1.260 0.684 3.726 0.995 0.963
H 1.714 -0.314 0.497 -0.826 0.934 -0.113
H 1.024 -0.675 2.209 0.174 -0.197 -1.734
H 5.645 -4.430 1.892 0.978 -0.072 0.943
H 5.363 -2.808 2.563 1.375 -1.577 -0.551
```
Positions in Å, forces in eV/Å.

Summary:
LUMO level = 0.1 eV
ΔE to the lowest compared entry with this formula, charge and spin = 332.2 kcal per mole
Charge = 0
Electronic energy = -41383.80622 eV